Entry 1:
63
Properties=species:S:1:pos:R:3:forces:R:3:nbo_charge:R:1 method="wB97M-V/def2-TZVPD" total_charge=+2 s_squared=2.055 spin_multiplicity=3 gap_ev="6.133 / 4.557" energy_ev=-128105.30856
Pt -0.245449 -1.056603 -0.272365 -0.092 0.157 0.116 0.606
S -2.009681 -1.054108 1.737157 0.306 0.003 -0.178 0.298
C -2.593025 -2.135949 0.616537 0.000 0.091 0.054 -0.212
N -1.913906 -2.162855 -0.558956 0.121 -0.315 -0.091 -0.521
C -2.356136 -3.110527 -1.402528 -0.163 0.157 -0.017 0.247
C -1.852793 -3.395572 -2.690948 0.008 -0.038 0.004 -0.212
C -2.440237 -4.408815 -3.386304 -0.015 -0.008 -0.012 -0.158
C -3.525231 -5.148654 -2.838023 0.019 0.000 -0.024 -0.072
C -4.044744 -4.877387 -1.589225 0.005 0.058 0.040 -0.227
C -3.460991 -3.845763 -0.866084 -0.021 -0.028 -0.067 -0.173
S -3.877035 -3.278619 0.710146 -0.042 0.014 -0.004 0.602
H -1.030282 -2.821513 -3.095621 0.009 0.004 0.016 0.247
H -2.084149 -4.660792 -4.375531 -0.005 -0.016 0.001 0.256
H -3.956968 -5.949811 -3.422630 0.000 0.004 -0.019 0.255
H -4.874273 -5.445789 -1.192983 -0.001 -0.009 0.001 0.263
C -4.518558 3.586702 0.638728 -0.034 -0.021 0.006 -0.613
C -4.714159 2.901719 -0.708439 0.028 0.015 0.012 -0.392
C -3.399801 2.572272 -1.419224 -0.042 -0.015 0.034 -0.403
C -2.600690 1.490855 -0.672728 0.015 -0.043 -0.036 -0.863
Ge -0.959350 1.002589 -1.593693 -0.252 0.272 -0.186 1.327
C 0.535000 2.245329 -1.496603 0.029 -0.097 0.015 -0.844
C 0.246020 3.687157 -1.959523 -0.008 0.014 -0.012 -0.398
C 0.218972 3.888753 -3.470662 -0.012 -0.039 0.003 -0.406
C -0.967684 3.239065 -4.169841 -0.006 0.029 0.034 -0.610
H -5.474798 3.897670 1.056641 -0.002 0.000 0.003 0.236
H -3.898470 4.479416 0.537261 0.002 0.005 0.000 0.211
H -4.049286 2.929732 1.373683 0.021 -0.001 0.000 0.190
H -5.299312 3.549646 -1.363167 -0.001 0.002 0.000 0.226
H -5.295528 1.982946 -0.583300 -0.018 0.009 -0.016 0.195
H -2.807013 3.486071 -1.502909 -0.007 -0.011 -0.028 0.208
H -3.613647 2.236582 -2.437422 0.026 -0.002 -0.006 0.214
H -3.214159 0.590775 -0.578004 -0.003 0.011 0.038 0.223
H -2.329370 1.821086 0.332221 -0.038 0.016 0.005 0.241
H -1.187911 0.225892 -2.901331 0.054 -0.110 0.036 -0.154
H 1.375775 1.822875 -2.051265 0.022 0.024 0.016 0.246
H 0.811643 2.259559 -0.440680 0.015 0.029 -0.006 0.239
H 1.038631 4.306013 -1.534173 -0.004 0.011 -0.010 0.237
H -0.686401 4.052370 -1.519754 0.020 -0.001 0.023 0.201
H 1.154699 3.521410 -3.900629 0.004 0.001 0.007 0.207
H 0.194767 4.962163 -3.664899 0.022 0.003 -0.012 0.231
H -0.979805 2.151652 -4.044540 0.009 -0.023 -0.018 0.179
H -0.938042 3.415768 -5.244166 -0.004 0.012 -0.003 0.244
H -1.913001 3.638578 -3.797290 -0.002 -0.008 -0.005 0.209
F 2.212184 -1.845172 2.480159 -0.014 0.009 0.000 -0.297
C 3.428036 -1.599729 2.981279 -0.002 0.015 -0.013 0.271
C 3.853987 -2.319357 4.030552 0.052 0.015 0.008 0.462
F 3.058237 -3.239324 4.528572 0.004 -0.012 0.012 -0.258
C 5.162951 -2.109059 4.628663 -0.016 0.083 -0.112 -0.124
C 5.955476 -1.062427 3.999541 -0.060 -0.042 0.021 0.398
C 5.511281 -0.347736 2.948944 0.002 -0.005 -0.009 0.356
F 6.288849 0.583784 2.426278 -0.016 -0.006 0.002 -0.263
C 4.211316 -0.561831 2.366095 0.052 -0.066 0.103 0.021
C 3.760836 0.181279 1.302775 -0.047 0.365 -0.217 -0.312
C 2.488677 -0.016468 0.708680 0.187 -0.338 -0.079 0.547
N 1.500429 -0.204324 0.154645 -0.136 -0.113 0.416 -0.479
C 4.478246 1.252879 0.674983 -0.066 0.008 0.105 0.228
N 4.942762 2.148592 0.127380 0.020 0.019 -0.091 -0.187
F 7.149481 -0.807199 4.475242 0.031 -0.011 0.026 -0.242
C 5.611696 -2.835140 5.685980 0.030 -0.039 0.132 -0.062
C 4.844519 -3.877579 6.303593 0.051 0.017 -0.094 0.211
N 4.273345 -4.738175 6.803942 -0.021 -0.023 0.073 -0.136
C 6.895032 -2.642319 6.292646 -0.070 -0.048 -0.038 0.203
N 7.909007 -2.552568 6.823110 0.056 0.014 0.042 -0.117


Entry 2:
42
Properties=species:S:1:pos:R:3:forces:R:3:nbo_charge:R:1 method="wB97M-V/def2-TZVPD" smiles="O=C(CCSCc1cccc(F)c1)NCCc1ccccc1" gap_ev=9.384 energy_ev=-36081.87908
O 4.192157 0.456661 -0.974071 0.447 0.175 -0.054 -0.631
C 3.165238 -0.095646 -0.637575 -0.184 -0.628 -0.001 0.676
N 1.955216 0.496072 -0.663012 -0.403 0.341 -0.010 -0.653
H 1.164193 0.040346 -0.226993 0.149 -0.120 -0.020 0.421
C 1.776487 1.878225 -1.038223 0.209 0.268 -0.025 -0.215
H 2.754492 2.247452 -1.355579 -0.172 -0.017 -0.040 0.239
H 1.081702 1.926738 -1.884181 0.084 0.089 0.021 0.188
C 1.235908 2.723392 0.121602 0.022 -0.145 -0.253 -0.428
C -0.148071 2.291466 0.520823 0.095 0.103 0.133 -0.042
C -0.371625 1.623681 1.716712 0.003 0.110 -0.022 -0.214
C -1.646689 1.220723 2.073535 -0.085 0.007 0.060 -0.201
C -2.717794 1.485862 1.239594 -0.056 0.034 0.110 -0.225
C -2.505019 2.148434 0.042175 -0.060 0.068 -0.045 -0.223
C -1.229970 2.545230 -0.314773 -0.021 -0.010 0.030 -0.171
H -1.072039 3.071138 -1.246108 0.021 0.061 -0.114 0.200
H -3.338163 2.361692 -0.611636 -0.076 0.014 -0.060 0.211
H -3.714913 1.181311 1.519982 -0.090 -0.047 0.017 0.218
H -1.800816 0.702456 3.008274 -0.031 -0.059 0.104 0.212
H 0.457420 1.419762 2.378565 0.084 0.014 0.035 0.214
H 1.218659 3.767184 -0.198717 0.035 0.035 0.040 0.219
H 1.914843 2.635634 0.971215 0.034 0.058 -0.007 0.214
C 3.139884 -1.566384 -0.222625 0.203 0.135 0.029 -0.508
C 2.759922 -1.806751 1.232388 -0.502 -0.123 0.066 -0.508
H 2.937574 -2.847708 1.506655 0.141 0.078 0.017 0.221
H 3.344828 -1.165978 1.891746 0.070 -0.060 0.049 0.236
S 1.026964 -1.424796 1.669936 0.061 -0.360 -0.002 0.181
C 0.090556 -2.697628 0.711659 0.341 0.301 0.474 -0.555
C -0.933944 -2.031963 -0.147407 -0.186 0.046 -0.159 0.078
C -0.610813 -1.553002 -1.412895 0.056 -0.087 -0.028 -0.273
C -1.554278 -0.900362 -2.185674 0.027 -0.040 0.030 -0.168
C -2.842151 -0.719194 -1.715389 -0.200 -0.078 0.189 -0.291
C -3.152650 -1.201279 -0.457639 0.155 -0.084 -0.207 0.419
C -2.223291 -1.845717 0.334545 -0.080 0.012 -0.115 -0.314
H -2.506667 -2.196908 1.314147 -0.073 -0.048 0.133 0.228
F -4.406353 -1.042838 0.011910 0.030 0.041 0.012 -0.327
H -3.595507 -0.219931 -2.302713 -0.106 0.061 -0.040 0.231
H -1.284924 -0.535396 -3.164824 0.013 0.035 -0.104 0.218
H 0.384055 -1.697816 -1.807544 0.119 -0.014 -0.009 0.214
H -0.374164 -3.356764 1.443573 0.028 -0.098 -0.134 0.230
H 0.818152 -3.253284 0.124728 -0.046 -0.102 -0.033 0.228
H 4.148412 -1.956237 -0.378114 -0.081 0.078 -0.077 0.242
H 2.463196 -2.107882 -0.888058 0.026 -0.043 0.010 0.210